Here is a structure of composition C41H53BiFN7O4S from OMol25. Energies are from ωB97M-V/def2-TZVPD.

```
108
Properties=species:S:1:pos:R:3
Bi 0.5976 -0.9013 0.1950
N -0.1674 -5.4627 0.2681
C 0.3489 -4.2723 0.6734
O 1.3288 -3.7776 0.1324
C -0.3674 -3.5938 1.8157
C 0.1180 -2.1727 2.0199
H 0.2548 -5.9182 -0.5215
H -1.0704 -5.7607 0.5904
H -0.1994 -4.1983 2.7160
H -1.4409 -3.6492 1.6174
H 1.1109 -2.1603 2.4755
H -0.5561 -1.6173 2.6708
C -0.6815 -2.8468 -2.5810
C -2.1270 -3.3049 -2.3696
C -3.0372 -2.6379 -3.4086
C -2.7287 -3.1790 -0.9746
C -3.5075 -4.2441 -0.5217
C -4.1943 -4.1829 0.6791
C -4.1175 -3.0352 1.4531
C -3.3368 -1.9554 1.0566
C -3.2550 -0.7066 1.9123
C -4.3849 0.2655 1.5585
C -3.2773 -1.0049 3.4123
C -2.6394 -2.0386 -0.1605
N -1.7934 -0.9623 -0.5422
C -2.3086 -0.0169 -1.2778
C -1.6311 1.0963 -1.7949
C -2.1990 2.1443 -2.5543
C -1.1696 3.0347 -2.7972
C -0.0196 2.4828 -2.1668
N -0.2891 1.3219 -1.5831
C 1.3632 3.1016 -2.1206
C 1.9350 3.1609 -3.5440
C 1.2804 4.5220 -1.5500
C 2.2824 2.2614 -1.2395
H -0.3269 -3.2369 -3.5398
H 0.0024 -3.2265 -1.8194
H -0.5971 -1.7595 -2.6268
H -2.1421 -4.3798 -2.5774
H -3.0030 -1.5514 -3.3134
H -4.0752 -2.9580 -3.2994
H -2.7036 -2.8894 -4.4189
H -3.5869 -5.1314 -1.1420
H -4.7983 -5.0216 1.0040
H -4.6594 -2.9844 2.3898
H -2.3131 -0.2075 1.6806
H -5.3602 -0.2042 1.7172
H -4.3297 0.5852 0.5169
H -4.3287 1.1584 2.1856
H -4.2849 -1.2507 3.7601
H -2.9462 -0.1257 3.9681
H -2.6204 -1.8371 3.6738
H -3.3696 -0.0900 -1.5329
H -3.2347 2.2282 -2.8552
H -1.2306 3.9751 -3.3280
H 1.3003 3.7673 -4.1966
H 1.9977 2.1584 -3.9763
H 2.9424 3.6008 -3.5295
H 0.6286 5.1559 -2.1567
H 2.2762 4.9801 -1.5228
H 0.8861 4.5002 -0.5327
H 2.3116 1.2323 -1.5976
H 1.9368 2.2463 -0.2053
H 3.3009 2.6702 -1.2516
C 6.6899 3.3288 -1.0818
C 7.1521 1.8934 -1.2891
N 6.0408 0.9538 -1.3926
C 5.5441 0.3989 -0.2420
C 4.4487 -0.3836 -0.1603
C 3.8685 -0.6406 1.2242
O 4.6329 -0.8981 2.1454
O 2.6056 -0.4401 1.2793
C 3.8249 -0.8385 -1.3816
O 2.9573 -1.6974 -1.4586
C 4.2908 -0.1411 -2.6039
C 3.5609 -0.3333 -3.7725
C 3.8474 0.4163 -4.8757
F 3.0677 0.3096 -5.9808
C 4.8723 1.3615 -4.8695
C 5.6366 1.5157 -3.7294
C 5.3479 0.7773 -2.5734
N 5.0966 2.2626 -5.9608
C 4.4564 3.5540 -5.7850
C 5.1265 4.5768 -6.6760
N 5.0373 4.0856 -8.1017
C 5.6530 2.7144 -8.2618
C 4.9415 1.7712 -7.3134
H 7.5453 4.0034 -1.0182
H 6.1174 3.4140 -0.1575
H 6.0459 3.6616 -1.8980
H 7.7645 1.5671 -0.4504
H 7.7777 1.7942 -2.1774
H 6.0619 0.6625 0.6733
H 2.7306 -1.0304 -3.7584
H 6.4378 2.2425 -3.7484
H 4.5435 3.8750 -4.7489
H 3.3767 3.5138 -6.0139
H 6.1881 4.6620 -6.4519
H 4.6495 5.5537 -6.6342
H 5.4688 4.7512 -8.7387
H 4.0504 4.0248 -8.3592
H 6.7076 2.8189 -8.0155
H 5.5327 2.4280 -9.3048
H 5.3848 0.7811 -7.4033
H 3.8900 1.6790 -7.6233
S 0.3646 3.4374 2.3083
C 0.1329 1.9228 1.7982
N -0.0537 0.8204 1.4386
```

Output
net charge	0
HOMO energy	-6.27	eV
calculated total energy	-2991.05361	Eh
spin multiplicity	1

These are the Löwdin partial charges, in e, on atoms 1 to 6: 1.84 0.18 -0.56 -0.02 -0.20 -0.32